Entry from OMol25: a structure of composition C8H24N4O2SZr (the ωB97M-V functional and the def2-TZVPD basis).

XYZ file:
```
40
Properties=species:S:1:pos:R:3:forces:R:3:nbo_charge:R:1
Zr -0.060355 0.099095 -0.135224 0.25 0.04 0.50 2.442
N -1.198565 2.046295 0.245543 0.12 -0.34 -0.22 -0.938
C -2.061366 2.160205 -0.988111 -0.12 0.06 0.05 -0.263
C -1.172218 2.172619 -2.210212 0.10 -0.10 -0.21 -0.253
N -0.287967 0.927934 -2.293846 -0.24 -0.04 0.16 -0.769
C -0.804879 -0.131898 -3.256481 0.13 0.23 -0.04 -0.249
C -1.521644 -1.220762 -2.500867 -0.13 -0.07 0.00 -0.254
N -0.580104 -1.729284 -1.441758 0.08 0.30 0.21 -0.933
H -1.797965 2.025585 1.075527 0.02 0.04 -0.01 0.455
H -0.626610 2.892368 0.328453 -0.05 -0.01 0.02 0.443
H -2.661364 3.071948 -0.944469 0.01 -0.03 -0.02 0.300
H -2.765410 1.320385 -0.978103 0.02 0.03 -0.04 0.230
H -0.504734 3.036695 -2.195836 -0.06 0.02 0.01 0.255
H -1.774280 2.234846 -3.117316 0.01 0.09 0.03 0.278
H 0.589953 1.258030 -2.698214 0.01 -0.01 0.04 0.445
H 0.062967 -0.536515 -3.782703 -0.06 -0.02 -0.02 0.251
H -1.450967 0.335049 -4.000258 0.01 -0.07 -0.01 0.278
H -1.832189 -2.030110 -3.165126 0.05 0.03 0.00 0.296
H -2.424036 -0.862845 -1.993887 0.02 0.00 -0.06 0.227
H 0.230190 -2.169259 -1.892540 -0.06 -0.03 -0.01 0.441
H -1.036934 -2.486390 -0.927892 0.04 -0.01 -0.03 0.444
C 2.713881 1.657784 1.926719 -0.05 0.04 -0.02 -0.698
S 2.205231 1.378395 0.198139 -0.08 -0.26 -0.08 0.212
C 3.662823 0.510527 -0.487019 -0.02 0.10 -0.02 -0.695
H 3.586928 2.307704 1.852650 0.00 0.00 0.05 0.302
H 2.967565 0.713035 2.400217 0.01 0.00 -0.02 0.257
H 1.924141 2.185642 2.457935 -0.01 0.00 -0.02 0.266
H 3.830048 -0.430091 0.031615 -0.02 0.01 0.00 0.262
H 4.491749 1.200805 -0.323088 0.03 -0.03 -0.04 0.301
H 3.524129 0.375175 -1.557943 0.00 -0.01 0.00 0.267
N -0.045514 -3.029647 3.776141 0.00 0.02 -0.02 -0.668
C -1.045123 -2.085636 3.175283 0.06 -0.09 0.06 -0.352
C -0.583253 -1.355153 1.932913 -0.08 -0.12 0.15 0.803
O -1.442064 -0.613553 1.331174 0.08 0.17 -0.24 -0.735
O 0.577568 -1.403225 1.442793 -0.01 0.02 -0.09 -0.693
H -0.434320 -3.429381 4.644383 0.01 0.00 -0.02 0.492
H 0.839218 -2.577697 4.034611 -0.01 -0.01 0.00 0.467
H 0.176854 -3.825516 3.166091 0.01 0.01 0.02 0.469
H -1.318887 -1.345252 3.932780 -0.02 0.02 -0.04 0.309
H -1.952496 -2.647905 2.937924 0.00 0.05 -0.02 0.309
```
Positions in Å, forces in eV/Å.

Output
* Kohn-Sham gap: 8.543 eV
* 2S+1: 1
* energy: -1132.51972 hartree
* HOMO energy: -0.8627 Ha
* charge: +4